75
Properties=species:S:1:pos:R:3 method="wB97M-V/def2-TZVPD" homo_ev="-8.453 / -8.268" relative_energy_kcal_mol=0.0 e_lumo_ev="-0.4 / -0.4" e_tot_ha=-3745.3591 multiplicity=2 fmax_ev_per_a=1.312 s2=0.838
Co 0.761 1.683 -0.557
N 2.834 1.707 -0.486
C 3.311 3.102 -0.490
C 2.154 4.094 -0.690
O 2.387 5.285 -0.643
O 1.004 3.542 -0.900
H 3.131 1.201 0.339
H 3.149 1.176 -1.289
H 4.040 3.276 -1.281
H 3.792 3.347 0.457
C -0.193 3.722 2.195
C 0.437 2.382 2.441
O 0.617 1.602 1.516
C 0.849 1.992 3.814
C 1.748 0.941 3.981
C 2.103 0.525 5.252
C 1.545 1.143 6.364
C 0.647 2.189 6.204
C 0.307 2.620 4.932
H -0.086 3.976 1.141
H 0.262 4.496 2.811
H -1.258 3.673 2.441
H 2.158 0.457 3.105
H 2.807 -0.287 5.378
H 1.809 0.808 7.359
H 0.211 2.669 7.070
H -0.387 3.442 4.811
Cl -3.373 3.399 -3.928
C -2.933 2.677 -2.422
C -3.900 2.306 -1.505
C -3.487 1.718 -0.322
C -2.136 1.522 -0.108
N -1.213 1.891 -0.997
C -1.597 2.466 -2.133
H -4.947 2.473 -1.717
H -4.205 1.395 0.417
H -1.771 1.037 0.785
H -0.823 2.772 -2.824
C -0.377 -2.844 -3.935
C 0.231 -1.592 -3.296
C -0.443 -0.337 -3.867
C 1.723 -1.536 -3.651
Si 0.114 -1.524 -1.396
O 0.785 -0.166 -0.889
C 1.023 -2.972 -0.598
C 2.011 -2.695 0.350
C 2.672 -3.714 1.024
C 2.357 -5.039 0.759
C 1.372 -5.337 -0.174
C 0.711 -4.313 -0.837
C -1.661 -1.688 -0.735
C -2.843 -1.693 -1.477
C -4.087 -1.816 -0.865
C -4.174 -1.950 0.512
C -3.012 -1.959 1.274
C -1.778 -1.830 0.654
H -0.311 -2.782 -5.027
H -1.429 -2.977 -3.676
H 0.160 -3.744 -3.629
H -0.289 -0.283 -4.951
H -0.014 0.563 -3.421
H -1.519 -0.321 -3.683
H 1.851 -1.465 -4.737
H 2.250 -2.427 -3.304
H 2.199 -0.665 -3.195
H 2.254 -1.658 0.553
H 3.435 -3.477 1.756
H 2.872 -5.837 1.278
H 1.116 -6.370 -0.378
H -0.075 -4.568 -1.539
H -2.805 -1.594 -2.554
H -4.988 -1.822 -1.467
H -5.140 -2.059 0.989
H -3.069 -2.080 2.350
H -0.876 -1.848 1.261